20
Properties=species:S:1:pos:R:3:forces:R:3 method="wB97M-V/def2-TZVPD" multiplicity=2 homo_energy_ev="-6.3629 / -6.4086" charge=0 relative_energy_kj_mol=14.2 total_energy_ha=-897.0381 largest_force_ev_per_a=1.96
Mg 1.503 -0.947 0.877 -0.07 -0.26 0.00
Mg -0.453 0.149 -1.356 -0.73 -0.29 -0.37
O 0.117 -1.439 -0.389 1.10 1.38 0.86
O -1.314 -1.169 -2.575 0.28 0.53 0.24
O -0.336 1.846 -0.595 -0.79 -0.47 -0.21
O 1.050 0.997 1.505 0.33 -1.07 0.58
C -0.275 1.469 1.766 -0.46 0.50 0.13
C 2.092 1.939 1.735 0.15 0.65 -0.24
C -0.695 2.382 0.624 0.81 0.75 0.11
C -0.219 -2.605 -1.090 -0.54 -1.08 0.04
C -1.108 -2.399 -2.315 -0.10 -0.22 -0.32
H 1.905 2.469 2.680 0.13 -0.11 -0.28
H -0.946 0.606 1.869 0.38 -0.04 -0.25
H -0.781 -3.276 -0.409 0.14 0.14 -0.36
H -0.136 3.334 0.733 -0.19 -0.11 0.19
H -0.305 2.004 2.729 0.16 -0.13 -0.17
H -1.748 2.669 0.809 0.02 -0.34 -0.49
H 3.061 1.426 1.777 -0.37 -0.14 0.11
H 0.655 -3.193 -1.434 -0.15 0.32 0.10
H 2.139 2.639 0.890 -0.10 0.00 0.30